166
Properties=species:S:1:pos:R:3 method="wB97M-V/def2-TZVPD" total_energy_ha=-5452.4044 total_charge=0 max_force_ha_per_bohr=0.0793 orbital_gap_ev=7.56 lumo_energy_ev=-2.015
C 13.543 20.618 12.448
O 13.793 19.483 11.639
C 15.191 19.219 11.381
C 15.325 17.956 10.619
N 14.474 18.062 9.347
H 14.102 17.077 9.164
H 13.564 18.501 9.601
C 15.121 18.744 8.181
C 14.075 19.064 7.147
O 13.375 17.934 6.723
C 11.887 18.139 6.789
H 14.149 21.508 12.060
H 13.858 20.454 13.480
H 12.489 20.772 12.343
H 15.658 18.923 12.308
H 15.757 20.032 11.019
H 14.862 17.051 11.110
H 16.377 17.801 10.318
H 15.797 18.056 7.750
H 15.672 19.593 8.558
H 14.588 19.557 6.292
H 13.501 19.871 7.592
H 11.686 18.684 7.716
H 11.436 17.121 6.750
H 11.666 18.818 5.966
C 13.801 9.256 12.509
O 13.410 10.573 12.842
C 12.593 11.356 11.916
C 13.345 11.943 10.742
N 14.156 13.163 10.983
H 14.473 13.579 10.132
H 13.464 13.902 11.268
C 15.308 12.926 11.946
C 15.671 14.003 12.939
O 16.256 15.022 12.181
C 16.479 16.152 13.010
H 14.538 9.254 11.720
H 12.953 8.522 12.285
H 14.273 8.859 13.435
H 12.257 12.261 12.435
H 11.768 10.805 11.510
H 12.601 12.071 9.916
H 14.087 11.129 10.358
H 16.248 12.732 11.356
H 15.151 12.014 12.442
H 16.420 13.583 13.574
H 14.889 14.363 13.648
H 15.582 16.602 13.363
H 17.074 16.798 12.363
H 17.011 16.012 13.925
C 15.283 18.197 19.133
O 14.851 17.072 18.364
C 15.088 15.849 19.047
C 15.647 14.888 18.017
N 14.796 14.912 16.718
H 15.094 15.710 16.154
H 14.939 14.059 16.152
C 13.313 14.975 16.860
C 12.723 15.496 15.523
O 13.661 16.389 14.963
C 13.600 17.711 15.483
H 15.787 18.920 18.556
H 15.975 17.940 19.864
H 14.361 18.608 19.602
H 14.280 15.381 19.634
H 15.895 16.005 19.825
H 15.645 13.897 18.427
H 16.673 15.129 17.715
H 13.048 15.744 17.525
H 12.822 14.004 17.137
H 11.735 15.898 15.782
H 12.585 14.695 14.817
H 14.333 18.375 15.056
H 13.850 17.755 16.566
H 12.613 18.177 15.259
C 22.782 16.465 18.454
N 21.858 15.265 18.382
C 22.368 13.995 18.362
C 21.572 12.903 18.229
C 20.170 13.106 18.081
C 19.650 14.369 18.164
C 20.547 15.450 18.253
C 19.293 11.908 17.813
C 18.065 12.019 17.113
C 17.418 10.850 16.776
N 17.868 9.687 17.202
C 19.009 9.582 17.931
C 19.742 10.638 18.225
C 17.203 8.441 16.879
H 22.171 17.335 18.697
H 23.263 16.473 17.456
H 23.414 16.233 19.298
H 23.455 13.873 18.482
H 21.972 11.913 17.992
H 18.607 14.611 18.170
H 20.259 16.517 18.380
H 17.702 13.023 16.820
H 16.453 10.871 16.287
H 19.221 8.572 18.181
H 20.686 10.616 18.674
H 16.442 8.599 16.121
H 16.671 8.139 17.757
H 17.960 7.698 16.569
C 19.343 10.773 8.513
N 19.748 11.946 9.307
C 20.559 11.852 10.345
C 20.820 12.941 11.138
C 20.121 14.078 10.867
C 19.242 14.113 9.773
C 19.092 13.043 8.983
C 20.136 15.270 11.735
C 20.785 16.360 11.216
C 20.886 17.477 12.031
N 20.307 17.616 13.215
C 19.789 16.522 13.743
C 19.688 15.311 13.069
C 20.398 18.891 13.927
H 18.374 10.439 8.937
H 20.106 10.016 8.550
H 19.113 11.005 7.417
H 20.952 10.853 10.589
H 21.516 12.898 11.959
H 18.727 15.006 9.544
H 18.533 13.038 8.091
H 21.260 16.380 10.232
H 21.293 18.358 11.542
H 19.435 16.608 14.741
H 19.301 14.483 13.567
H 19.506 19.067 14.542
H 20.500 19.640 13.130
H 21.291 18.950 14.543
B 19.611 10.654 13.884
F 18.481 9.942 14.220
F 20.487 10.714 15.043
F 20.310 10.051 12.868
F 19.288 12.003 13.564
B 22.530 15.429 15.068
F 22.260 14.556 13.996
F 23.497 14.892 15.886
F 23.104 16.600 14.589
F 21.318 15.693 15.832
B 11.957 15.774 10.418
F 11.848 16.130 11.831
F 11.190 16.553 9.566
F 13.370 15.857 9.966
F 11.685 14.389 10.326
B 15.564 11.997 8.156
F 15.978 10.916 9.033
F 14.177 12.001 8.050
F 16.050 13.270 8.693
F 16.123 11.765 6.917
B 18.646 18.395 9.701
F 17.872 19.301 8.898
F 19.965 18.789 9.698
F 18.232 18.493 11.092
F 18.345 17.038 9.273
B 17.971 17.104 16.831
F 18.978 17.910 16.333
F 18.093 16.978 18.197
F 16.682 17.583 16.470
F 18.182 15.797 16.260
B 14.128 11.604 16.179
F 15.269 12.530 15.640
F 14.125 11.850 17.576
F 12.977 12.036 15.566
F 14.523 10.362 15.771

=====

25
Properties=species:S:1:pos:R:3 method="wB97M-V/def2-TZVPD" total_energy_ha=-990.8586 total_charge=0 max_force_ha_per_bohr=0.0963 relative_energy_kcal_mol=109.4 orbital_gap_ev="6.96 / 7.10" lumo_energy_ev="-0.341 / -0.828"
C -0.676 1.705 -1.207
C -0.134 0.711 -0.561
C -0.273 -0.391 0.562
C -0.312 -1.769 0.221
C 0.432 2.488 -1.760
C 1.341 0.789 -0.568
C -1.381 -2.328 1.174
C 0.835 0.685 0.834
C 0.175 -2.481 -1.007
C 0.695 1.754 1.900
N 1.617 2.010 -1.199
O 0.290 3.546 -2.421
O -2.409 -2.934 0.469
S -1.649 -0.661 1.757
H -1.661 2.077 -1.184
H 1.839 -0.062 -0.844
H -1.126 -3.073 1.945
H 0.350 -1.864 -1.842
H -0.477 -3.287 -1.185
H 1.094 -2.937 -0.794
H 1.437 1.675 2.739
H -0.208 1.488 2.516
H 0.780 2.761 1.498
H 2.491 2.397 -1.247
H -3.070 -2.296 0.204